Record 1
93
Properties=species:S:1:pos:R:3:forces:R:3:mulliken_charge:R:1 method="wB97M-V/def2-TZVPD" gap_ev=8.5 smiles=c1cc[nH]c1.c1cc[nH]c1.C1CCOC1.C1CCOC1.C1CCOC1.C1CCOC1.C1CCOC1.BrCCBr
Br -12.9277 24.0833 -12.7314 -0.842 0.132 -0.527 -0.17
Br -16.6509 25.7293 -15.0356 0.798 0.131 0.316 -0.17
O -18.4761 20.2729 -22.7239 -2.609 -1.800 -2.360 -0.42
O -11.3458 24.5611 -19.9827 -0.993 0.748 -0.244 -0.40
O -19.8115 21.3772 -9.9779 1.919 0.127 -1.366 -0.40
O -15.1259 34.2432 -12.1953 0.926 -0.029 1.333 -0.42
O -13.9800 24.1970 -4.2984 -0.740 -0.241 -0.377 -0.39
N -8.5046 31.4150 -11.3931 0.158 0.187 0.723 0.00
N -20.3121 30.1173 -9.0475 -0.029 -0.995 -2.316 0.00
C -11.7449 23.6629 -4.6845 -0.837 -0.921 -1.085 -0.52
C -8.7082 30.0958 -11.6604 -0.907 -0.289 -0.259 -0.36
C -9.8059 24.6347 -21.6542 0.987 1.133 -1.682 -0.60
C -14.5356 24.2343 -13.9074 0.249 -1.504 -0.454 -0.67
C -15.3381 35.5566 -12.7001 0.969 -0.973 -0.411 -0.43
C -19.5225 30.2049 -7.9757 0.979 0.034 2.120 -0.58
C -7.6361 29.6068 -12.3573 -1.228 -0.375 0.761 -0.32
C -6.6847 30.6247 -12.3622 0.922 0.914 -0.359 -0.42
C -17.9451 21.2288 -21.9194 0.946 -0.369 1.804 -0.42
C -16.8892 34.0949 -13.6452 -1.723 -0.590 -1.699 -0.53
C -21.6167 20.7505 -8.6751 -0.900 -0.043 0.281 -0.54
C -7.2377 31.7583 -11.7712 0.524 -0.833 -0.470 -0.57
C -9.0614 24.4293 -20.3776 0.531 -0.294 0.237 -0.54
C -11.1125 25.2265 -21.2754 -0.060 -1.393 0.718 -0.37
C -11.8540 24.5141 -3.4134 1.865 -0.372 -0.095 -0.40
C -20.0668 20.7485 -8.7387 -1.868 1.053 0.401 -0.37
C -20.9405 21.6107 -10.7800 -2.273 0.329 1.857 -0.45
C -10.1875 23.8296 -19.5270 0.204 0.865 -1.166 -0.36
C -17.6794 18.9554 -21.0078 0.007 -1.436 -0.252 -0.53
C -22.0645 21.7883 -9.6910 1.333 -0.416 -1.508 -0.60
C -18.8775 28.9932 -7.7865 0.142 0.605 0.965 -0.30
C -14.8276 25.6510 -14.2526 -0.017 0.119 0.312 -0.49
C -17.4944 20.3842 -20.6841 0.721 1.892 0.887 -0.41
C -17.8718 18.9937 -22.5173 0.584 0.125 0.161 -0.43
C -19.2468 28.1419 -8.8070 -1.335 0.524 -1.925 -0.28
C -13.2277 25.0182 -3.4356 -1.762 0.466 1.218 -0.48
C -16.7697 35.4862 -13.1114 -0.060 1.305 0.333 -0.43
C -13.1377 23.8644 -5.3918 1.336 0.619 1.161 -0.46
C -20.0902 28.8920 -9.6538 0.542 -1.256 0.899 -0.55
C -15.8771 33.2804 -12.9133 0.675 -0.066 0.751 -0.33
H -13.0612 24.7362 -6.0416 -0.042 0.087 -0.347 0.27
H -9.8696 23.6851 -22.1855 -0.425 -0.074 0.052 0.28
H -15.1771 32.7474 -13.5567 -0.193 -0.159 -0.326 0.25
H -10.9913 23.8157 -5.4571 0.450 0.462 0.530 0.35
H -16.9101 18.3058 -20.5903 0.623 0.195 -0.557 0.32
H -18.9863 27.0974 -8.8936 0.098 0.168 -0.303 0.41
H -16.2764 32.5656 -12.1938 -0.110 0.027 0.034 0.23
H -16.4262 20.5429 -20.5364 -0.086 0.345 0.552 0.27
H -10.0597 23.9824 -18.4553 -0.185 -0.128 -0.084 0.28
H -9.5676 29.5387 -11.3177 -0.211 0.387 -0.193 0.37
H -18.0979 20.6539 -19.8175 0.456 0.246 0.182 0.26
H -14.1087 26.0049 -14.9916 -0.311 0.246 0.102 0.35
H -13.5987 24.8756 -2.4207 -0.664 0.153 -0.089 0.27
H -8.6783 25.3580 -19.9548 -0.144 0.085 0.051 0.27
H -22.0573 21.0941 -7.7392 0.403 -0.594 0.431 0.31
H -11.6669 22.6183 -4.3833 0.041 -0.062 -0.101 0.22
H -11.8204 24.9979 -22.0721 -0.694 -0.466 0.544 0.26
H -15.0308 36.2574 -11.9239 -0.333 0.030 -0.033 0.28
H -6.8297 32.7353 -11.5581 -0.049 -0.137 -0.149 0.35
H -19.4653 31.0659 -7.3263 -0.229 0.055 -0.232 0.37
H -10.3150 22.7823 -19.8011 -0.030 -0.205 0.350 0.26
H -16.7175 33.9905 -14.7165 0.374 0.590 -0.174 0.27
H -21.9804 22.7953 -9.2825 -0.278 0.026 -0.071 0.30
H -22.0785 19.8067 -8.9650 0.234 -0.236 0.233 0.27
H -17.3051 35.5995 -12.1687 -0.582 -0.014 -0.216 0.23
H -7.6988 28.6164 -12.7834 0.709 0.035 0.069 0.38
H -14.7705 26.2164 -13.3224 -0.412 0.450 -0.399 0.37
H -9.3438 25.3329 -22.3521 0.524 -0.085 -0.056 0.34
H -20.4344 28.6065 -10.6368 -0.434 0.295 0.212 0.35
H -13.4811 23.0087 -5.9732 -0.232 0.022 0.382 0.34
H -18.2287 28.6773 -6.9830 -0.057 0.477 0.135 0.37
H -21.2408 20.7904 -11.4320 0.447 -0.358 -0.102 0.30
H -11.1226 26.3157 -21.2330 0.265 0.058 0.714 0.28
H -17.9367 33.7960 -13.6054 0.023 -0.486 0.567 0.31
H -14.6793 35.6779 -13.5599 0.153 0.342 -0.278 0.26
H -8.2066 23.7941 -20.6096 0.016 -0.244 0.573 0.31
H -18.5385 18.4686 -20.5462 -0.591 0.539 -0.182 0.25
H -15.3783 23.6951 -13.4747 0.244 0.342 0.591 0.40
H -14.3065 23.6566 -14.8030 0.290 0.087 0.058 0.37
H -18.6639 21.9910 -21.6184 -0.336 -0.161 -0.258 0.26
H -17.1374 21.7474 -22.4360 0.457 0.057 0.156 0.27
H -17.0634 36.2543 -13.8269 -0.116 0.018 0.123 0.32
H -20.9726 22.5324 -11.3610 1.130 -0.010 -0.045 0.32
H -11.7803 23.8947 -2.5196 0.442 -0.235 -0.222 0.20
H -13.3210 26.0878 -3.6235 -0.045 0.117 -0.653 0.29
H -9.1220 32.0391 -10.8937 0.083 -0.359 -0.080 0.20
H -18.4191 18.0870 -22.7751 -0.880 0.685 -0.634 0.31
H -19.7092 21.4010 -7.9421 0.267 0.159 -0.019 0.23
H -11.1389 25.3258 -3.2792 0.183 -0.095 -0.324 0.31
H -17.0088 19.0076 -23.1830 0.708 -0.316 0.503 0.28
H -20.8685 30.8232 -9.5081 0.325 0.089 0.440 0.21
H -23.0187 21.5912 -10.1798 -0.232 0.165 0.503 0.33
H -5.6867 30.4801 -12.7489 -0.008 0.471 -0.044 0.37
H -19.5705 19.7915 -8.5778 -0.177 -0.196 -0.598 0.27

Record 2
88
Properties=species:S:1:pos:R:3:forces:R:3:mulliken_charge:R:1 method="wB97M-V/def2-TZVPD" charge=-1 gap_ev="6.4 / 4.4"
Sc 0.0339 -1.6348 0.9322 0.247 -0.160 -1.226 -1.53
Cl 1.8668 -2.8949 0.1225 0.717 -0.642 -0.439 -0.50
P 0.9237 0.4184 -0.8022 0.039 -0.687 -0.089 0.29
Si -4.7545 -1.3559 2.0598 0.995 -0.506 -0.045 0.01
C -1.5328 -1.2697 -3.7626 0.264 -0.009 -0.020 -0.94
C 0.5928 -0.3334 3.5953 0.622 0.511 1.468 -0.83
C -6.1801 -0.3109 1.4424 -0.178 0.207 -0.090 -0.99
C 0.2863 -0.0850 -2.4834 0.568 0.401 0.133 -0.15
C 1.3256 4.6064 -0.7030 -0.084 -0.083 -0.123 -1.00
C 5.6975 0.6878 -1.1856 -0.252 0.262 0.099 -0.71
C -0.9179 -3.0198 2.4824 0.286 0.556 1.015 0.63
C -0.1378 5.0421 -0.8254 -0.072 -0.127 -0.064 -0.79
C 2.7999 0.2014 -0.9185 -0.589 -0.245 -0.307 0.45
C -0.8673 2.5950 -0.6720 0.036 0.095 -0.050 -0.56
C -1.2679 -0.3721 -4.9794 -0.065 0.188 0.195 -0.77
C -1.1619 -0.5906 -2.4367 -0.156 0.086 -0.118 0.18
C 3.5790 0.8501 0.2325 0.004 0.082 0.016 -0.24
C 4.8818 0.0855 -2.3314 -0.147 -0.072 0.164 -1.05
C 3.4147 0.5247 -2.2806 0.226 0.195 -0.030 -0.30
C -5.1432 -3.1751 1.7323 -0.144 0.010 0.105 -1.01
C 1.4084 -1.5773 4.0912 -0.466 0.246 0.229 -0.46
C 0.1431 0.2309 -4.9557 -0.167 0.038 0.034 -0.95
C -1.9991 -0.8624 0.7254 -2.505 0.319 0.617 0.64
C 0.0842 -3.6541 3.4168 -0.214 0.117 -0.011 -0.67
C -3.1234 -0.9868 1.2457 0.188 0.554 -0.513 -0.52
C 0.6125 2.2212 -0.5077 0.257 -0.468 0.073 0.53
C 0.7815 -0.0835 2.1641 0.042 0.454 0.048 0.47
C -4.5895 -1.1333 3.9261 -0.087 0.092 0.060 -0.97
C -1.2774 -3.6841 1.3179 -0.547 -0.546 -0.763 -0.88
C 1.5341 3.1901 -1.2497 -0.089 0.205 -0.018 -0.33
C 5.0555 0.4265 0.1868 -0.216 -0.310 -0.276 -0.95
C 0.4357 0.9300 -3.6226 0.093 -0.186 -0.272 -0.79
C 0.5251 -2.7282 4.5563 0.286 -0.778 -0.170 -0.96
C -1.1003 4.0313 -0.1787 0.130 -0.009 -0.019 -0.71
H -5.5098 -1.4222 4.4497 0.055 0.019 -0.113 0.31
H -0.3950 5.1625 -1.8881 0.059 -0.084 0.092 0.32
H 5.1113 -0.6548 0.3986 0.005 0.273 0.028 0.33
H 0.9671 0.5373 4.1774 -0.426 -0.276 0.123 0.36
H -3.7762 -1.7447 4.3318 -0.040 0.064 -0.151 0.25
H -6.0656 -3.4884 2.2376 0.050 0.080 -0.031 0.33
H -6.3219 -0.4372 0.3637 0.051 0.033 0.104 0.28
H 0.8482 2.2844 0.5717 -0.086 0.147 -0.277 0.43
H 1.0644 -3.3276 5.3040 -0.063 0.057 -0.086 0.39
H 1.4416 1.3701 -3.6449 -0.352 -0.116 -0.020 0.26
H -4.3817 -0.0888 4.1804 0.028 -0.073 -0.030 0.32
H -1.4535 -2.1134 2.8174 0.004 -0.801 0.044 -0.10
H -0.2664 6.0262 -0.3663 -0.050 -0.002 0.001 0.41
H 0.2630 0.9418 -5.7793 0.014 -0.107 -0.063 0.40
H -0.3845 -4.5597 3.8239 0.157 -0.130 0.206 0.39
H 0.9479 -0.9531 -2.6905 -0.273 0.205 -0.027 0.75
H 3.5240 1.9461 0.1613 0.069 -0.167 0.066 0.12
H -1.8382 0.2648 -2.2582 0.175 -0.238 -0.001 0.22
H 1.9745 5.3034 -1.2449 -0.035 0.048 0.160 0.42
H 2.8724 -0.8953 -0.7750 0.019 0.471 -0.064 0.22
H 2.0423 -1.2621 4.9245 0.014 0.055 0.009 0.45
H -5.2752 -3.3587 0.6631 0.046 0.011 0.002 0.30
H 3.1231 0.5768 1.1949 0.173 -0.039 -0.254 0.02
H 5.6116 0.9546 0.9628 0.063 -0.063 0.070 0.42
H 3.3480 1.6099 -2.4698 0.125 -0.307 -0.061 0.11
H 1.6146 4.6198 0.3612 0.014 0.029 -0.247 0.35
H -1.4138 -0.9376 -5.9028 -0.031 -0.016 -0.020 0.43
H -2.1526 -3.3900 0.7249 0.384 -0.297 0.371 0.16
H 2.0908 -1.9264 3.3048 -0.149 0.076 0.015 0.23
H -2.5831 -1.5811 -3.7413 0.127 -0.010 -0.020 0.42
H 6.7073 0.2820 -1.2050 0.165 -0.025 0.027 0.38
H 1.3112 3.1562 -2.3288 0.031 0.134 0.264 0.13
H 2.8570 0.0271 -3.0851 0.214 0.054 0.211 0.10
H -1.3364 -1.2720 -1.5939 0.089 0.144 -0.269 -0.08
H -2.0072 0.4429 -4.9915 0.116 -0.062 0.026 0.32
H 0.8735 -0.5804 -5.1000 -0.042 0.189 0.005 0.36
H 2.5862 2.9003 -1.1365 -0.406 0.161 -0.044 0.03
H -1.1516 2.5222 -1.7362 0.077 0.049 0.287 0.14
H -0.9486 4.0549 0.9119 -0.118 -0.020 -0.190 0.33
H -7.1221 -0.5903 1.9361 0.216 -0.005 -0.046 0.28
H 5.3106 0.3774 -3.2936 0.091 -0.096 -0.013 0.41
H 1.1658 0.9174 1.9700 0.002 0.058 0.031 0.49
H -1.5043 1.8876 -0.1214 0.161 0.127 -0.096 -0.06
H -0.9192 -2.1784 -3.8645 -0.152 0.083 0.047 0.36
H -0.3712 -2.3452 5.0440 -0.064 0.121 0.171 0.32
H -0.8415 -4.6792 1.1329 -0.137 0.558 -0.063 0.24
H 5.7949 1.7756 -1.3398 -0.074 -0.170 0.017 0.30
H 4.9204 -1.0133 -2.2604 0.005 0.209 -0.052 0.37
H -4.3347 -3.8256 2.0852 -0.019 0.188 -0.070 0.29
H -2.1371 4.3234 -0.3850 0.116 0.005 0.147 0.44
H -6.0057 0.7529 1.6394 -0.001 -0.118 -0.057 0.30
H 0.9593 -3.9865 2.8296 -0.131 0.015 0.280 0.21
H -0.4904 -0.4559 3.8379 0.584 -0.011 0.024 0.16
H -0.2723 1.7610 -3.4724 0.125 -0.218 -0.072 0.25

Record 3
93
Properties=species:S:1:pos:R:3:forces:R:3:mulliken_charge:R:1 method="wB97M-V/def2-TZVPD" gap_ev=2.1
S 0.0115 -5.5563 -0.5744 -0.400 1.762 -0.724 -0.40
P 0.4841 -3.9580 -1.6616 3.944 -5.125 1.109 0.57
O 3.9204 2.7707 -8.2184 -0.102 -0.238 0.753 -0.72
O 2.1402 -3.6063 -1.0949 -3.480 1.783 -0.983 -0.53
O 4.2334 2.9797 -5.9615 -0.385 -0.299 -0.592 -0.69
O 0.7252 -4.6244 -3.2488 0.570 2.399 2.478 -0.41
N -2.0895 -3.2465 0.4371 0.114 -0.188 -2.210 0.01
N -1.1198 -0.9917 0.5257 -0.981 -3.246 -1.498 0.04
N -0.4249 -2.5425 -1.4222 -1.969 -0.089 1.967 0.68
C 0.0505 0.5300 -1.9675 0.156 1.323 0.920 -1.02
C -0.9838 -2.0737 -4.0245 0.219 -0.278 -1.743 -1.06
C -2.2227 1.3881 0.0578 -1.001 0.536 0.620 -0.46
C -0.8868 2.7898 5.4521 0.848 0.131 0.938 -0.50
C -1.3927 -2.0744 4.1853 0.166 0.451 0.321 -0.05
C -0.7621 2.1533 -4.0653 -0.921 1.117 -0.306 -1.01
C -1.9854 -0.1499 -0.4375 -1.155 0.305 -2.206 -0.90
C -2.3381 1.8909 2.6917 -0.186 0.428 -0.039 -0.24
C 0.3315 -1.2872 7.0758 0.414 -0.474 0.176 -0.30
C 1.4382 0.1906 -6.8615 1.053 -2.268 2.484 -0.54
C 3.2317 -1.1347 -5.1574 -3.670 1.121 -1.774 -0.60
C -3.2394 1.4860 1.3822 0.079 0.415 0.155 -0.68
C -1.5000 -2.7844 5.6872 0.390 -0.972 -0.294 -0.60
C 6.0017 3.5085 -7.4218 0.718 0.266 0.128 -0.90
C -0.0347 -2.8010 6.4699 -0.418 0.570 -0.146 -0.70
C -1.2062 -2.3819 -0.1423 0.419 2.489 1.822 -0.74
C 0.1634 -0.4569 -6.0250 3.425 -0.664 0.670 -0.47
C 3.0103 -0.1321 -6.4659 -3.593 -2.331 3.122 -0.25
C 0.4457 2.0374 6.1224 0.126 0.128 -0.591 -0.75
C 0.9086 0.7020 5.2508 0.586 0.536 0.102 0.31
C -3.1756 2.0276 4.0957 -0.382 0.300 1.065 -0.86
C -0.0205 2.0637 -2.6171 1.741 -0.313 -1.043 0.73
C -2.2345 1.8566 5.4563 -0.271 0.056 0.133 0.10
C 1.9230 -1.7783 -4.3404 -0.448 1.967 -2.463 -0.04
C -1.2374 -1.8837 -2.4502 -3.415 2.841 -0.818 -0.43
C 1.4881 -0.5130 6.1907 -0.368 -0.146 -0.061 -0.85
C 1.5702 2.5076 -2.8806 0.322 0.600 0.052 -1.25
C 4.5781 3.0402 -7.1745 -0.302 0.015 0.116 0.60
C 0.3559 -1.4783 -4.7101 3.722 2.417 -2.945 0.86
C -1.3678 -0.2743 -1.9881 0.272 -0.033 0.740 0.37
H 2.1805 -2.4785 -3.4450 -0.468 1.512 -1.785 0.15
H -0.4774 2.8548 -1.8807 0.694 -1.823 -1.322 0.33
H 2.2687 1.5694 -3.0815 -1.535 1.970 0.494 0.22
H -1.9939 0.7141 5.6027 -0.206 2.223 -0.346 -0.34
H -2.8539 2.1751 6.4259 1.154 -0.761 -2.254 0.39
H -3.0442 -0.6725 -0.4960 1.749 1.090 0.292 0.39
H 1.7103 -4.7007 -3.4342 -1.411 0.438 0.314 0.39
H -1.2455 1.9532 0.3692 -1.687 -1.318 -0.877 0.29
H 0.9708 -0.0429 -2.4063 -2.089 0.966 0.459 0.11
H 5.9929 4.4179 -8.0299 0.030 -0.159 -0.085 0.26
H 1.7861 1.0558 4.5236 -1.898 -0.812 1.537 0.38
H -2.1998 0.1695 -2.6801 1.779 -0.598 1.204 0.84
H -1.7867 -0.9610 4.2247 0.921 -2.227 -0.150 -0.27
H -1.1000 -3.2025 -4.3996 0.309 2.293 1.295 0.43
H -1.9040 -1.5291 -4.5647 2.069 -1.002 1.416 0.42
H 0.2500 1.8041 7.2577 0.262 0.224 -2.254 0.28
H -2.7737 2.0296 -0.7847 1.497 -1.771 1.487 0.33
H -0.6319 -0.6079 7.1924 1.884 -1.496 -0.373 0.14
H -1.8486 2.9559 2.4850 -0.975 -2.357 0.280 0.30
H -1.5452 3.0509 -3.9960 1.553 -1.926 -0.256 0.21
H 1.2806 0.8858 -7.8145 0.225 -1.614 2.441 0.32
H -0.9278 -0.1820 -6.4106 2.585 -0.682 0.988 0.23
H -4.0461 2.3373 1.2125 1.730 -1.776 0.245 0.37
H -2.0510 -2.6316 3.3941 1.043 0.862 1.545 -0.01
H 2.3044 -0.1195 6.9519 -1.596 -0.637 -1.833 0.29
H 0.7382 -1.4761 8.1669 -0.768 0.536 -2.200 0.38
H 0.0349 0.3424 4.5485 1.661 0.554 1.557 -0.50
H 0.7815 -3.1688 5.6816 -1.681 0.899 1.778 0.28
H -0.0109 -3.5632 7.3787 -0.354 1.532 -2.058 0.30
H -3.8675 0.4893 1.5354 1.450 1.924 -0.202 0.24
H 0.3356 0.7302 -0.8239 -0.586 -0.650 -2.381 0.38
H -0.5595 3.1915 4.4030 -0.831 -0.923 1.853 0.20
H 4.3485 -1.4051 -4.8570 -2.826 0.551 -0.500 0.27
H -0.2697 -2.0817 3.7949 -2.384 0.055 0.878 0.26
H 3.9523 0.2768 -7.0363 -2.367 -0.557 1.158 0.29
H -2.3389 -2.2829 6.3617 1.842 -1.022 -1.544 0.31
H -0.0366 2.4414 -4.9533 -1.353 -0.815 2.018 0.36
H 2.1200 -2.7110 -0.6290 0.197 -1.459 -0.948 0.36
H 1.9958 3.1577 -1.9750 -0.862 -1.637 -1.844 0.30
H 1.9717 -1.3075 5.4694 -0.732 1.568 1.535 0.34
H 1.6803 3.1904 -3.8391 -0.316 -1.436 1.992 0.38
H -1.8008 -3.9144 5.4870 0.495 2.348 0.566 0.29
H -1.3651 1.2102 -4.3979 1.187 1.635 0.769 0.09
H -1.0966 3.7302 6.1339 0.374 -1.787 -1.514 0.35
H -1.4488 1.1232 2.7609 -1.664 1.395 0.145 0.14
H 6.5183 3.7257 -6.4820 -0.091 -0.032 -0.092 0.28
H -3.6841 3.1003 4.2128 1.146 -2.248 -0.664 0.33
H 1.3750 2.7728 6.0878 -2.086 -1.356 0.162 0.32
H 6.5609 2.7321 -7.9524 -0.052 0.127 -0.112 0.22
H -1.6919 -1.0536 1.4148 0.834 -0.154 -1.166 0.00
H -2.3599 -2.2695 -2.2731 2.176 0.548 -0.696 0.17
H -2.1083 -3.5714 1.4284 0.022 1.173 -0.994 0.25
H -2.7984 -3.7048 -0.2115 2.073 -0.144 0.965 0.31
H -4.0807 1.2572 4.1796 2.039 1.472 -0.353 0.31

One value per record, in order, for total energy: -6809.0096 -3027.2738 -2379.4951 hartree.